# 1
{
  "formula": "C39H55ClF25NNbO3S",
  "method": "ωB97M-V/def2-TZVPD",
  "symbols": ["C", "C", "Nb", "F", "C", "C", "C", "S", "C", "C", "C", "C", "C", "C", "C", "C", "C", "C", "C", "C", "N", "C", "C", "C", "C", "C", "C", "C", "Cl", "H", "H", "H", "H", "H", "H", "H", "H", "H", "H", "H", "H", "H", "H", "H", "H", "H", "H", "H", "H", "H", "H", "H", "H", "H", "H", "H", "H", "H", "H", "H", "H", "H", "H", "H", "H", "H", "H", "H", "H", "H", "H", "H", "C", "C", "C", "F", "F", "F", "F", "O", "C", "C", "F", "F", "F", "F", "H", "H", "H", "H", "C", "C", "C", "F", "F", "F", "F", "O", "C", "C", "F", "F", "F", "F", "H", "H", "H", "H", "C", "C", "C", "F", "F", "F", "F", "O", "C", "C", "F", "F", "F", "F", "H", "H", "H", "H"],
  "coordinates": [[1.962, -3.268, 4.853], [2.145, -3.308, 3.438], [2.108, -2.814, 1.207], [0.627, -1.312, 1.412], [0.459, -4.354, 0.823], [-0.377, -4.811, 2.159], [-1.345, -3.597, 2.772], [-2.461, -2.824, 1.447], [3.847, -1.337, 1.349], [3.887, -0.491, 2.791], [4.384, 1.059, 2.603], [3.319, 2.051, 1.852], [1.747, 1.606, 1.966], [0.749, 2.943, 2.081], [-0.768, 2.368, 1.703], [-1.903, 3.546, 1.592], [-3.357, 3.105, 2.277], [-4.032, 1.847, 1.412], [-4.578, 0.631, 2.422], [-6.177, 0.784, 2.748], [-7.093, -0.045, 1.873], [-7.717, 0.437, 0.563], [-8.645, -0.810, 0.012], [-8.515, -2.025, 1.121], [-7.481, -1.479, 2.280], [2.222, -2.552, -1.100], [2.006, -0.998, -1.579], [0.563, -0.708, -2.319], [3.375, -0.547, -2.774], [1.740, -3.176, 6.022], [3.318, -4.189, 0.979], [-0.268, -3.981, -0.040], [0.968, -5.342, 0.395], [0.278, -5.332, 2.990], [-1.146, -5.648, 1.796], [-0.747, -2.804, 3.396], [-2.079, -4.135, 3.527], [-2.183, -1.445, 1.417], [4.840, -1.997, 1.300], [3.934, -0.604, 0.411], [2.900, -0.623, 3.419], [4.738, -1.037, 3.425], [5.349, 1.014, 1.901], [4.780, 1.512, 3.633], [3.405, 3.113, 2.390], [3.659, 2.258, 0.729], [1.455, 1.110, 0.925], [1.479, 0.943, 2.893], [0.715, 3.205, 3.232], [1.096, 3.828, 1.397], [-0.647, 1.797, 0.682], [-1.144, 1.589, 2.494], [-2.075, 3.787, 0.440], [-1.465, 4.518, 2.075], [-3.145, 2.828, 3.398], [-4.050, 4.076, 2.239], [-4.984, 2.291, 0.894], [-3.206, 1.458, 0.680], [-3.996, 0.817, 3.447], [-4.245, -0.430, 2.054], [-6.383, 0.549, 3.887], [-6.496, 1.923, 2.599], [-7.546, 1.503, 0.054], [-9.275, -0.850, -0.975], [-9.035, -3.092, 1.093], [-7.120, -2.084, 3.241], [1.352, -3.189, -1.596], [3.229, -3.045, -1.503], [2.023, -0.336, -0.604], [0.792, -0.464, -3.452], [0.161, 0.314, -1.853], [-0.244, -1.540, -2.160], [9.308, 3.861, -0.007], [7.981, 3.481, 0.671], [7.891, 3.813, 2.156], [8.853, 3.214, 2.891], [6.705, 3.389, 2.668], [7.727, 2.166, 0.434], [6.989, 4.167, 0.022], [10.292, 2.829, -0.111], [11.073, 2.609, 1.064], [10.784, 1.260, 1.738], [9.465, 1.094, 2.003], [11.438, 1.157, 2.925], [10.913, 3.664, 1.898], [12.374, 2.649, 0.661], [9.064, 4.106, -1.048], [9.732, 4.789, 0.399], [7.951, 4.892, 2.322], [11.103, 0.431, 1.098], [-6.979, -4.571, -1.837], [-7.920, -5.528, -1.089], [-7.633, -7.012, -1.289], [-7.693, -7.392, -2.584], [-8.551, -7.769, -0.632], [-9.206, -5.219, -1.406], [-7.797, -5.250, 0.247], [-7.431, -4.092, -3.107], [-7.230, -4.984, -4.203], [-8.539, -5.552, -4.768], [-9.298, -6.136, -3.810], [-8.294, -6.503, -5.708], [-6.352, -5.946, -3.828], [-6.594, -4.257, -5.164], [-6.903, -3.667, -1.221], [-5.951, -4.954, -1.889], [-6.649, -7.279, -0.896], [-9.137, -4.759, -5.231], [0.709, 4.971, -3.394], [1.882, 5.743, -4.018], [1.956, 5.694, -5.541], [2.056, 4.437, -6.025], [3.055, 6.359, -5.986], [3.042, 5.320, -3.446], [1.746, 7.053, -3.643], [0.982, 3.638, -2.952], [0.961, 2.641, -3.974], [2.346, 2.049, -4.268], [3.261, 3.007, -4.555], [2.304, 1.214, -5.341], [0.358, 3.154, -5.073], [0.131, 1.660, -3.520], [0.440, 5.508, -2.476], [-0.197, 5.018, -4.013], [1.082, 6.170, -5.992], [2.716, 1.481, -3.408]],
  "e_lumo_ha": 0.065,
  "charge": -1,
  "multiplicity": 1,
  "homo_energy_ev": -5.0
}

=====

# 2
{
  "formula": "C3H3ClOS",
  "method": "ωB97M-V/def2-TZVPD",
  "symbols": ["C", "C", "C", "O", "S", "Cl", "H", "H", "H"],
  "coordinates": [[-0.703, -0.768, 0.635], [-0.426, 0.406, -0.238], [0.532, -0.528, -0.180], [2.612, -0.227, -1.647], [1.979, -1.194, -0.760], [-1.109, 3.130, 0.782], [-0.647, -0.656, 1.710], [-1.439, -1.494, 0.312], [-0.799, 1.331, -0.616]],
  "e_lumo_ha": [-0.075, -0.147],
  "e_above_lowest_ev": 4.929,
  "multiplicity": 1,
  "homo_energy_ev": [-10.5, -8.9]
}

=====

# 3
{
  "formula": "C32H60FNO20S4",
  "method": "ωB97M-V/def2-TZVPD",
  "symbols": ["N", "H", "H", "H", "H", "F", "C", "C", "C", "O", "C", "O", "O", "H", "H", "H", "H", "H", "H", "C", "C", "C", "O", "C", "O", "O", "H", "H", "H", "H", "H", "H", "C", "C", "C", "O", "C", "O", "O", "H", "H", "H", "H", "H", "H", "C", "C", "C", "O", "C", "O", "O", "H", "H", "H", "H", "H", "H", "C", "C", "C", "S", "O", "O", "C", "H", "H", "H", "H", "H", "H", "H", "H", "C", "C", "C", "S", "O", "O", "C", "H", "H", "H", "H", "H", "H", "H", "H", "C", "C", "C", "S", "O", "O", "C", "H", "H", "H", "H", "H", "H", "H", "H", "C", "C", "C", "S", "O", "O", "C", "H", "H", "H", "H", "H", "H", "H", "H"],
  "coordinates": [[-30.535, -21.071, -19.548], [-30.172, -20.154, -20.087], [-31.067, -20.640, -18.689], [-29.650, -21.400, -19.283], [-31.114, -21.811, -20.029], [-32.148, -19.356, -21.008], [-34.515, -22.358, -23.807], [-33.607, -22.187, -22.564], [-34.272, -22.227, -21.144], [-34.135, -23.666, -20.813], [-33.168, -24.258, -21.586], [-32.796, -25.424, -21.483], [-32.789, -23.394, -22.492], [-34.030, -22.348, -24.683], [-35.163, -21.648, -23.939], [-35.026, -23.367, -23.647], [-33.027, -21.260, -22.674], [-35.418, -22.007, -21.374], [-33.919, -21.646, -20.187], [-34.597, -18.625, -18.827], [-34.717, -17.467, -19.858], [-34.755, -18.124, -21.313], [-36.068, -17.710, -21.700], [-36.702, -16.893, -20.726], [-37.812, -16.459, -20.999], [-35.970, -16.899, -19.605], [-34.639, -17.882, -17.784], [-33.496, -19.005, -18.862], [-35.437, -19.512, -18.916], [-33.970, -16.829, -19.536], [-34.775, -19.043, -21.298], [-33.989, -17.841, -21.993], [-28.908, -24.282, -17.444], [-28.230, -25.189, -16.488], [-27.856, -26.510, -17.115], [-26.412, -26.471, -16.883], [-26.027, -25.382, -16.268], [-24.891, -25.162, -15.942], [-27.082, -24.579, -16.002], [-29.636, -24.857, -18.074], [-28.271, -23.881, -18.258], [-29.500, -23.385, -17.168], [-28.691, -25.120, -15.698], [-28.155, -26.627, -17.998], [-28.332, -27.302, -16.489], [-26.579, -27.161, -20.738], [-26.865, -25.609, -20.778], [-26.729, -24.847, -22.005], [-28.152, -24.419, -22.138], [-28.798, -24.570, -21.050], [-29.893, -24.189, -20.876], [-28.060, -25.449, -20.258], [-27.290, -27.649, -21.293], [-26.291, -27.484, -19.793], [-25.826, -27.237, -21.436], [-26.217, -25.354, -19.990], [-26.448, -25.279, -22.875], [-26.044, -24.040, -21.704], [-25.731, -20.093, -21.046], [-25.919, -18.730, -20.384], [-26.349, -18.684, -18.985], [-26.437, -20.405, -18.502], [-27.652, -20.597, -17.832], [-25.139, -20.862, -18.122], [-26.709, -20.908, -20.274], [-24.585, -20.481, -20.928], [-25.847, -20.025, -22.032], [-26.570, -18.138, -20.969], [-24.686, -18.486, -20.283], [-27.385, -18.282, -18.834], [-25.696, -18.403, -18.226], [-27.707, -20.723, -20.631], [-26.692, -21.966, -20.514], [-28.160, -20.503, -13.634], [-28.512, -21.882, -13.905], [-30.061, -21.882, -13.983], [-30.469, -20.506, -15.044], [-31.577, -19.873, -14.362], [-30.628, -21.072, -16.339], [-29.082, -19.655, -14.649], [-27.097, -20.253, -13.646], [-28.310, -20.366, -12.571], [-28.170, -22.588, -13.184], [-28.398, -22.190, -14.908], [-30.522, -21.680, -13.052], [-30.361, -22.858, -14.641], [-29.354, -18.698, -14.258], [-28.449, -19.636, -15.369], [-29.760, -14.428, -20.981], [-30.962, -15.032, -21.757], [-31.380, -16.335, -21.062], [-29.753, -17.113, -21.066], [-29.508, -17.678, -22.356], [-29.645, -17.913, -19.870], [-28.784, -15.583, -20.949], [-30.088, -14.279, -19.871], [-29.213, -13.512, -21.598], [-30.551, -15.286, -22.907], [-31.798, -14.255, -21.863], [-32.088, -17.042, -21.303], [-31.573, -16.271, -19.972], [-27.752, -15.430, -21.602], [-28.336, -15.565, -19.978], [-35.248, -23.661, -16.552], [-35.143, -24.776, -17.642], [-33.777, -25.353, -17.512], [-32.620, -23.994, -17.123], [-32.001, -23.681, -18.412], [-31.858, -24.327, -15.871], [-33.864, -22.892, -16.656], [-35.354, -24.036, -15.549], [-36.185, -23.024, -16.642], [-35.236, -24.541, -18.619], [-35.956, -25.499, -17.778], [-33.419, -25.648, -18.374], [-33.743, -26.354, -17.099], [-34.078, -22.079, -17.490], [-33.930, -22.233, -15.646]],
  "e_lumo_ha": 0.004,
  "e_above_lowest_ev": 1.940,
  "multiplicity": 1,
  "homo_energy_ev": -9.1
}

=====

# 4
{
  "formula": "C35H38CuN5OP2SSe3",
  "method": "ωB97M-V/def2-TZVPD",
  "symbols": ["Cu", "Se", "P", "C", "C", "C", "C", "C", "C", "C", "C", "C", "C", "C", "C", "C", "C", "N", "N", "N", "P", "Se", "C", "C", "C", "C", "C", "C", "C", "C", "C", "C", "C", "C", "H", "H", "H", "H", "H", "H", "H", "H", "H", "H", "H", "H", "H", "H", "H", "H", "H", "H", "H", "H", "C", "N", "C", "C", "N", "C", "C", "Se", "H", "H", "H", "H", "H", "H", "H", "H", "C", "C", "S", "O", "C", "C", "H", "H", "H", "H", "H", "H", "H", "H", "H", "H"],
  "coordinates": [[-1.786, 0.415, -1.904], [0.271, 2.619, 3.462], [0.280, 0.519, 3.463], [-0.400, -0.148, 4.971], [0.545, -0.572, 5.942], [0.081, -1.243, 7.058], [-1.327, -1.383, 7.283], [-2.253, -0.782, 6.407], [-1.784, -0.185, 5.230], [1.965, -0.228, 3.246], [2.039, -1.617, 3.181], [3.145, -2.283, 3.637], [4.251, -1.481, 4.081], [4.195, -0.137, 4.060], [3.032, 0.566, 3.552], [-0.607, 0.119, 2.043], [-0.159, 0.228, 0.706], [-1.422, 0.143, -0.057], [-2.425, -0.015, 0.808], [-1.994, -0.101, 2.052], [1.416, 0.054, -0.183], [0.947, 0.864, -2.229], [2.846, 1.014, 0.161], [4.033, 0.419, 0.478], [5.152, 1.266, 0.705], [5.048, 2.657, 0.755], [3.823, 3.177, 0.480], [2.661, 2.385, 0.218], [1.995, -1.707, -0.361], [1.283, -2.835, 0.191], [1.697, -4.137, -0.010], [2.793, -4.395, -0.821], [3.549, -3.347, -1.343], [3.057, -2.036, -1.213], [1.572, -0.159, 5.946], [0.755, -1.466, 7.868], [-1.728, -1.921, 8.133], [-3.310, -0.773, 6.695], [-2.471, 0.266, 4.505], [1.138, -2.137, 2.787], [3.224, -3.366, 3.481], [5.159, -1.998, 4.547], [4.983, 0.494, 4.558], [2.965, 1.595, 3.395], [4.235, -0.650, 0.609], [6.117, 0.810, 0.873], [5.952, 3.179, 1.035], [3.711, 4.236, 0.587], [1.702, 2.867, 0.042], [0.404, -2.716, 0.801], [1.126, -4.885, 0.431], [3.171, -5.440, -0.984], [4.489, -3.427, -1.946], [3.571, -1.243, -1.797], [-0.685, -3.897, -4.151], [-1.561, -2.915, -4.791], [-1.707, -2.776, -6.164], [-2.785, -1.932, -6.364], [-3.115, -1.372, -5.135], [-4.069, -0.319, -4.903], [-2.423, -2.054, -4.178], [-2.565, -1.825, -2.352], [0.353, -3.790, -4.523], [-1.055, -4.950, -4.384], [-0.671, -3.628, -3.124], [-1.215, -3.563, -6.785], [-3.255, -1.568, -7.268], [-4.707, -0.311, -5.835], [-3.641, 0.659, -4.681], [-4.732, -0.586, -4.093], [-5.950, 3.655, -2.462], [-4.468, 3.748, -2.944], [-3.348, 3.002, -1.733], [-2.657, 1.900, -2.642], [-2.050, 4.247, -1.430], [-1.383, 4.674, -2.741], [-6.612, 4.106, -3.238], [-6.192, 4.293, -1.584], [-6.215, 2.637, -2.261], [-4.187, 4.800, -3.013], [-4.444, 3.271, -3.928], [-1.320, 3.676, -0.817], [-2.430, 5.147, -0.962], [-1.287, 3.953, -3.520], [-0.389, 5.047, -2.471], [-1.944, 5.596, -3.137]],
  "e_lumo_ha": [-0.079, -0.176],
  "s_squared": 0.758,
  "charge": 1,
  "multiplicity": 2,
  "homo_energy_ev": [-9.3, -9.3]
}

=====

# 5
{
  "formula": "C10H15F6GaN2O5S4",
  "method": "ωB97M-V/def2-TZVPD",
  "symbols": ["Ga", "C", "C", "S", "C", "C", "S", "H", "H", "H", "H", "H", "H", "F", "C", "F", "F", "S", "O", "O", "N", "S", "O", "O", "C", "F", "F", "F", "C", "N", "C", "C", "C", "O", "H", "H", "H", "H", "H", "H", "H", "H", "H"],
  "coordinates": [[-0.419, -0.056, 0.688], [0.679, 3.163, 3.424], [0.614, 1.995, 2.462], [-1.044, 1.689, 1.899], [1.707, 1.295, 2.126], [3.074, 1.606, 2.674], [1.748, -0.105, 1.027], [-0.303, 3.610, 3.563], [1.347, 3.948, 3.065], [1.033, 2.847, 4.407], [3.075, 2.490, 3.306], [3.790, 1.771, 1.865], [3.450, 0.768, 3.265], [0.368, -3.207, -2.634], [0.529, -3.619, -1.373], [0.626, -4.939, -1.355], [1.631, -3.081, -0.880], [-0.944, -3.069, -0.423], [-0.853, -1.590, -0.563], [-2.089, -3.645, -1.043], [-0.553, -3.579, 0.995], [-1.014, -2.859, 2.312], [-1.261, -1.433, 2.079], [-0.223, -3.262, 3.418], [-2.708, -3.501, 2.644], [-3.114, -3.053, 3.823], [-2.687, -4.828, 2.653], [-3.547, -3.089, 1.699], [0.166, 2.137, -4.334], [0.120, 1.915, -2.894], [0.967, 2.702, -1.991], [-0.666, 1.002, -2.326], [-1.561, 0.119, -3.143], [-0.648, 0.895, -1.086], [0.869, 2.942, -4.529], [-0.806, 2.436, -4.725], [0.512, 1.251, -4.865], [1.533, 3.412, -2.587], [1.646, 2.049, -1.443], [0.350, 3.230, -1.265], [-1.510, 0.290, -4.212], [-2.585, 0.270, -2.799], [-1.298, -0.915, -2.924]],
  "e_lumo_ha": 0.008,
  "e_above_lowest_ev": 0.357,
  "multiplicity": 1,
  "homo_energy_ev": -7.3
}

=====

# 6
{
  "formula": "C22H28N3O3Pt",
  "method": "ωB97M-V/def2-TZVPD",
  "symbols": ["Pt", "O", "C", "O", "C", "C", "C", "C", "C", "C", "C", "C", "C", "N", "H", "H", "H", "H", "H", "H", "C", "C", "C", "C", "N", "C", "C", "H", "H", "H", "H", "H", "H", "H", "C", "C", "C", "C", "N", "H", "H", "H", "H", "H", "H", "H", "H", "H", "C", "C", "O", "H", "H", "H", "H", "H", "H"],
  "coordinates": [[0.277, -0.624, 0.160], [2.298, 0.348, 3.569], [1.874, 0.169, 2.431], [0.929, -0.707, 2.149], [2.396, 0.933, 1.274], [3.517, 1.727, 1.440], [4.085, 2.381, 0.372], [3.525, 2.177, -0.933], [4.091, 2.759, -2.074], [3.568, 2.552, -3.339], [2.460, 1.724, -3.479], [1.881, 1.128, -2.369], [2.372, 1.347, -1.074], [1.767, 0.779, 0.041], [3.912, 1.796, 2.445], [4.964, 3.005, 0.487], [4.971, 3.380, -1.943], [4.026, 3.014, -4.206], [2.044, 1.532, -4.462], [1.050, 0.450, -2.491], [-1.728, -6.383, 1.524], [-1.429, -4.959, 1.158], [-1.495, -3.944, 2.104], [-1.179, -2.647, 1.752], [-0.803, -2.318, 0.511], [-0.763, -3.276, -0.416], [-1.067, -4.594, -0.130], [-2.609, -6.442, 2.164], [-0.892, -6.820, 2.074], [-1.902, -6.992, 0.637], [-1.784, -4.158, 3.126], [-1.210, -1.843, 2.470], [-0.492, -2.938, -1.409], [-1.013, -5.333, -0.919], [-2.215, 0.130, -3.205], [-1.712, 0.291, -1.762], [-1.411, 1.781, -1.502], [-2.831, -0.142, -0.800], [-0.532, -0.556, -1.609], [-3.067, 0.788, -3.404], [-2.516, -0.908, -3.383], [-1.409, 0.372, -3.903], [-2.350, 2.341, -1.429], [-0.811, 2.207, -2.308], [-0.866, 1.896, -0.563], [-3.760, 0.368, -1.073], [-2.574, 0.121, 0.227], [-2.995, -1.222, -0.866], [-1.482, 3.684, 2.583], [-0.482, 2.550, 2.569], [-1.189, 1.344, 2.325], [-0.970, 4.636, 2.737], [-2.213, 3.542, 3.384], [-2.018, 3.723, 1.632], [0.057, 2.499, 3.521], [0.264, 2.723, 1.783], [-0.559, 0.612, 2.404]],
  "e_lumo_ha": [0.086, 0.086],
  "e_above_lowest_ev": 0.000,
  "s_squared": 2.029,
  "charge": -1,
  "multiplicity": 3,
  "homo_energy_ev": [-2.0, -4.4]
}